Record 1
# C4H7N2P

C4H7N2P in the gas phase in a non-equilibrium geometry (wB97M-V/def2-TZVPD, OMol25).

The value obtained for the relative energy (zero: lowest compared OMol25 entry of this formula, charge and spin) is 1.267 eV. Its SMILES is CNC1=[PH]=CC=N1. The maximum force comes out at 4.16 eV/Å. The value obtained for the HOMO-LUMO gap is 8.8497 eV.

CARTESIAN COORDINATES (ANGSTROEM)
C -1.60360 1.45569 0.05884
C -2.56619 0.49940 -0.06425
C -0.16494 -0.23644 -0.04589
C 2.46083 -0.24391 -0.26855
N -0.30690 1.03621 0.02560
N 1.16521 -0.89173 -0.25438
P -1.74918 -1.13626 -0.21848
H -1.74834 2.52991 0.10295
H -3.64426 0.66574 0.00064
H 3.22270 -0.89484 0.32041
H 2.82943 -0.31607 -1.34086
H 2.59166 0.78801 0.18085
H 1.11825 -1.79471 0.25081
H -1.60466 -1.46100 1.25233

---

Record 2
# C22H15Cl6NO4SSn

A molecular structure, C22H15Cl6NO4SSn (wB97M-V/def2-TZVPD, OMol25).

The value obtained for the relative energy (zero: lowest compared OMol25 entry of this formula, charge and spin) is 0.000 eV. The maximum force comes out at 0.58 eV/Å. The value obtained for the HOMO-LUMO gap is 8.1895 eV.

CARTESIAN COORDINATES (ANGSTROEM)
Sn -0.60858 0.49679 1.00151
Cl 2.26707 2.52621 -0.45176
C 0.84358 3.41957 -0.01316
C -0.20622 2.72300 0.54622
C -1.33300 3.44851 0.87426
Cl -2.65995 2.49647 1.50680
C -1.45286 4.81546 0.69286
Cl -2.88684 5.64838 1.14530
C -0.37222 5.49410 0.12692
Cl -0.46946 7.18862 -0.13090
C 0.78273 4.79409 -0.23308
Cl 2.11055 5.62842 -0.93924
C -1.56681 -3.61781 -6.45813
C -1.70594 -2.77012 -5.22377
C -0.65581 -1.95823 -4.80195
C -0.74743 -1.23189 -3.62822
C -1.90975 -1.31132 -2.87560
C -2.98699 -2.08078 -3.29258
C -2.87525 -2.80650 -4.46532
S -2.05446 -0.44404 -1.35151
O -3.29869 0.27174 -1.31233
O -0.86000 0.47818 -1.27936
N -1.92519 -1.37707 -0.09005
C -1.19668 -2.64280 -0.14290
C 0.24988 -2.58881 -0.62771
O 0.70633 -3.30172 -1.47352
O 0.94007 -1.61127 0.00979
H -0.98754 -3.10783 -7.22748
H -2.53947 -3.88551 -6.86799
H -1.04257 -4.54346 -6.20966
H 0.24656 -1.90147 -5.39952
H 0.05848 -0.59254 -3.29394
H -3.89953 -2.09195 -2.70902
H -3.71029 -3.40822 -4.80388
H -1.70025 -3.38004 -0.76800
H -1.17751 -3.02251 0.88076
Cl 6.15903 -5.85839 -0.41297
C 5.06778 -4.51058 -0.40098
C 4.76772 -3.86344 -1.58936
C 3.87681 -2.80399 -1.57482
C 3.29282 -2.38320 -0.38796
C 2.29768 -1.25902 -0.37456
C 3.62779 -3.02657 0.79683
C 4.51029 -4.09522 0.79678
H 5.21465 -4.19829 -2.51549
H 3.62666 -2.30519 -2.50387
H 2.24544 -0.75170 -1.33819
H 2.56934 -0.52757 0.38422
H 3.18738 -2.69441 1.73039
H 4.76441 -4.60372 1.71726

---

Record 3
# C5H13N2

2 unconnected molecules or ions with the total composition C5H13N2 in a non-equilibrium geometry (wB97M-V/def2-TZVPD, OMol25).

The value obtained for the relative energy (zero: lowest compared OMol25 entry of this formula, charge and spin) is 3.440 eV. Its total charge is +1. The maximum force comes out at 5.67 eV/Å. The value obtained for the HOMO-LUMO gap is 10.3130 eV.

CARTESIAN COORDINATES (ANGSTROEM)
C 0.74102 -0.74460 1.97463
C -0.14535 -1.61298 2.53218
C -0.48665 0.04661 -0.58904
C -0.96784 1.07480 0.49657
C 0.82132 1.41035 -2.12843
N -1.21143 -1.02526 -0.35365
N 0.21380 0.17206 -1.62765
H 1.58050 -1.22095 1.62319
H 0.55839 0.32842 2.01490
H -1.13105 -1.15314 2.92684
H -0.16072 -2.69889 2.43543
H -0.21665 1.34415 1.08822
H -1.71413 0.49876 1.01695
H -1.47127 1.93442 0.00189
H 0.96046 1.24755 -3.16637
H 0.28912 2.41115 -1.97188
H 1.80331 1.46619 -1.61936
H -0.85011 -1.97999 -0.58440
H -1.78049 -1.05189 0.43491
H 0.55241 -0.62885 -2.06069

---

Record 4
# C2H4OP2

2 unconnected molecules or ions with the total composition C2H4OP2 in a non-equilibrium geometry (wB97M-V/def2-TZVPD, OMol25).

The value obtained for the relative energy (zero: lowest compared OMol25 entry of this formula, charge and spin) is 3.525 eV. The maximum force comes out at 4.20 eV/Å. The value obtained for the HOMO-LUMO gap (alpha / beta) is 7.4785 / 7.2543 eV.

CARTESIAN COORDINATES (ANGSTROEM)
C 2.52839 0.27815 -0.35202
C 1.40984 -0.00502 -0.01136
O -0.89291 -2.35126 -0.22872
P -1.19884 1.25337 -0.31534
P -0.06052 -0.20011 0.78688
H 3.49250 0.58010 -0.65153
H -1.80933 -2.50059 -0.14763
H -1.01285 2.14300 0.87744
H -2.45628 0.80237 0.04229

---

Record 5
# C4H8N3OS

A gas-phase ion, C4H8N3OS (charge +1) in a non-equilibrium geometry (wB97M-V/def2-TZVPD, OMol25).

The value obtained for the relative energy (zero: lowest compared OMol25 entry of this formula, charge and spin) is 1.405 eV. Its total charge is +1. The maximum force comes out at 4.82 eV/Å. The value obtained for the HOMO-LUMO gap is 9.0802 eV.

CARTESIAN COORDINATES (ANGSTROEM)
C 2.06030 0.11554 0.12710
C -1.97527 0.90662 -0.22409
C -0.55462 0.16942 0.62617
C 0.03409 -1.21462 0.39113
N -3.15631 0.20557 -0.18817
N 1.48120 -1.08742 0.03033
N 3.30849 0.31257 -0.30784
O -0.40105 -2.29363 0.20728
S 0.91662 1.30181 0.54586
H -1.54602 0.98394 -1.17533
H -1.90464 1.76327 0.28335
H -0.86540 0.14100 1.60602
H -3.39676 -0.41264 -0.96709
H 1.97777 -1.81388 -0.45163
H 3.87206 -0.28955 -0.86494
H 3.52670 1.31928 -0.40092
H -3.37715 -0.10728 0.76279

---

Record 6
# C4H8O2P

2 unconnected molecules or ions with the total composition C4H8O2P in a non-equilibrium geometry (wB97M-V/def2-TZVPD, OMol25).

The value obtained for the relative energy (zero: lowest compared OMol25 entry of this formula, charge and spin) is 2.738 eV. Its total charge is -1. The maximum force comes out at 4.79 eV/Å. The value obtained for the HOMO-LUMO gap is 7.4857 eV.

CARTESIAN COORDINATES (ANGSTROEM)
C 3.41294 -0.37682 0.53817
C -1.29444 -1.04064 0.21926
C 2.12486 1.63869 -1.33442
C -0.03460 -1.40586 -0.02148
O 4.54254 -0.01196 0.66164
O 2.67947 -0.84332 1.40455
P 2.91380 0.00854 -1.31811
H 1.69128 -0.60109 -1.78519
H -1.96987 -1.24218 -0.64432
H -1.62015 -0.55265 1.15073
H 2.28911 2.00644 -0.21351
H 0.97980 1.55843 -1.34238
H 2.44855 2.53525 -1.89953
H 0.17737 -1.93934 -0.89428
H 0.80942 -1.23476 0.59992

---

Record 7
# C15H15N5

C15H15N5 in the gas phase in a non-equilibrium geometry (wB97M-V/def2-TZVPD, OMol25).

The value obtained for the relative energy (zero: lowest compared OMol25 entry of this formula, charge and spin) is 0.000 eV. Its SMILES is Cc1cc(/C=N/n2cnnc2)c(C)n1-c1ccccc1. The maximum force comes out at 1.11 eV/Å. The value obtained for the HOMO-LUMO gap is 8.5764 eV.

CARTESIAN COORDINATES (ANGSTROEM)
C 2.09515 2.72649 -0.01562
C 0.90335 1.83815 0.00373
C -0.42636 2.13171 0.00279
C -1.14345 0.89938 0.00837
C -0.19379 -0.11717 0.00279
N 1.03171 0.46568 0.00160
C 2.26606 -0.22570 -0.00796
C 3.01325 -0.32502 1.15811
C 4.22100 -0.99972 1.14377
C 4.68203 -1.57582 -0.02815
C 3.93579 -1.47602 -1.19054
C 2.72846 -0.80048 -1.18490
H 2.14175 -0.71017 -2.08745
H 4.29517 -1.92305 -2.10516
H 5.62378 -2.10321 -0.03578
H 4.80162 -1.07820 2.05052
H 2.64069 0.12130 2.06829
C -0.37450 -1.58835 0.03164
H -1.40792 -1.81979 -0.20581
H -0.15054 -1.97951 1.02525
H 0.29035 -2.07930 -0.67765
C -2.56324 0.78939 0.00912
N -3.16501 -0.33852 0.05673
N -4.51903 -0.38720 0.02821
C -5.24349 -1.48266 0.40447
N -6.51174 -1.26110 0.24952
N -6.65521 -0.02097 -0.25087
C -5.47524 0.50372 -0.37738
H -5.27791 1.47821 -0.77230
H -4.79754 -2.37725 0.78462
H -3.10482 1.73972 -0.02625
H -0.86140 3.11145 -0.00053
H 2.67355 2.62855 0.90343
H 1.77691 3.76004 -0.11657
H 2.75054 2.47542 -0.85001

---

Record 8
# C20H34N9O4PS

8 unconnected molecules or ions with the total composition C20H34N9O4PS in a non-equilibrium geometry (wB97M-V/def2-TZVPD, OMol25).

Its SMILES is CN(C)C(=O)CN(S)C(=O)OP(C)O.CC#N.CC#N.CC#N.CC#N.CC#N.CC#N.CC#N. The maximum force comes out at 2.28 eV/Å. The value obtained for the HOMO-LUMO gap is 8.6849 eV.

CARTESIAN COORDINATES (ANGSTROEM)
C 2.19586 -3.26008 0.38096
N 1.82053 -3.55990 -1.00925
C 2.45790 -2.69602 -2.01136
C 0.38779 -3.59714 -1.18299
O -0.13919 -4.59857 -1.55694
C -0.34361 -2.30337 -0.81595
N -1.67646 -2.14862 -1.42184
S -2.84569 -3.29881 -0.83760
C -2.11686 -0.77988 -1.12085
O -3.07088 -0.50467 -0.46188
O -1.35200 0.18290 -1.67758
P -0.40809 1.16727 -0.58033
C 1.39042 0.83835 -0.94455
O -0.57983 0.54908 0.96233
H 2.74671 -4.09884 0.81659
H 1.34569 -3.08496 1.04513
H 2.84234 -2.38894 0.47115
H 2.84765 -3.32174 -2.81785
H 3.30811 -2.15505 -1.59730
H 1.78564 -1.95780 -2.46291
H 0.27412 -1.48798 -1.19000
H -0.41555 -2.25433 0.27664
H -2.39116 -3.49071 0.42958
H 1.91658 1.77605 -1.08023
H 1.44394 0.19639 -1.83179
H 1.80624 0.25276 -0.11507
H 0.16088 -0.03778 1.16655
C -2.47796 5.33661 -0.94933
C -1.15921 4.71622 -0.81239
N -0.13715 4.20196 -0.73615
H -2.37334 6.36758 -1.28013
H -3.06181 4.78540 -1.68396
H -3.00267 5.31794 0.00320
C -0.72197 -7.37325 0.20234
C 0.07251 -7.36552 1.43273
N 0.69304 -7.35017 2.39712
H -0.24333 -6.74269 -0.54508
H -0.80230 -8.38867 -0.18026
H -1.71878 -6.98716 0.40467
C -4.92053 -0.17753 2.26087
C -5.18658 1.15256 2.81505
N -5.39808 2.19580 3.24241
H -4.24623 -0.09255 1.41160
H -4.46286 -0.80871 3.02007
H -5.85204 -0.63280 1.93099
C 1.68622 5.67588 2.54791
C 2.18478 4.53044 1.78680
N 2.57355 3.62466 1.20318
H 0.85563 6.13390 2.01447
H 1.34543 5.34581 3.52698
H 2.48058 6.40870 2.67288
C 5.67569 -3.81103 2.26828
C 4.90113 -2.57692 2.12328
N 4.28866 -1.61433 2.00761
H 6.37017 -3.90834 1.43654
H 6.23480 -3.78535 3.20106
H 5.00426 -4.66753 2.27692
C -5.38871 7.05517 1.79144
C -5.37552 7.42839 0.37400
N -5.37131 7.72227 -0.73431
H -6.41527 7.00403 2.14693
H -4.92009 6.08161 1.92385
H -4.84514 7.79785 2.37158
C 3.83525 0.71089 -4.94877
C 2.51318 0.31019 -4.46469
N 1.47538 0.00655 -4.08323
H 3.92150 0.48555 -6.00952
H 3.97261 1.77932 -4.79638
H 4.60540 0.16965 -4.40320